Entry 1:
Entry from OMol25: an isolated molecule of C4H6S2Si at a distorted geometry (ωB97M-V with the def2-TZVPD basis set).

Summary:
DFT total energy in eV: -33788.67505
Multiplicity: 3
Energy relative to the best compared isomer or geometry (same formula, charge and spin) in kJ/mol: 98.41
Gap between HOMO and LUMO (spin up / spin down) in Eh: 0.3088 / 0.2650

Last column: natural (NBO) charge in e.
Positions of all 13 atoms, in Å:
H (-2.49, 2.37, 0.95)  -0.145
H (-2.11, 1.97, -1.45)  -0.126
H (0.22, -2.81, -0.39)  0.221
H (2.31, -1.87, -0.63)  0.243
S (1.80, 0.61, -0.07)  0.258
C (1.48, -1.16, -0.32)  -0.382
H (-1.67, -1.89, 0.69)  0.225
H (-0.07, 2.63, 0.08)  -0.128
S (3.75, 0.93, 0.34)  -0.135
Si (-1.44, 1.92, -0.01)  0.798
C (-0.95, -1.12, 0.50)  -0.342
C (-1.13, 0.16, 0.44)  -0.282
C (0.30, -1.73, -0.13)  -0.204

=====

Entry 2:
Entry from OMol25: an isolated molecule of C4H6S3 at a distorted geometry (ωB97M-V with the def2-TZVPD basis set).

Summary:
DFT total energy in eV: -36748.74431
Multiplicity: 1
Energy relative to the best compared isomer or geometry (same formula, charge and spin) in kJ/mol: 146.08
Gap between HOMO and LUMO in Eh: 0.3113

Last column: natural (NBO) charge in e.
Positions of all 13 atoms, in Å:
H (-3.06, 0.60, 1.52)  0.245
S (-2.71, -0.32, -0.89)  0.139
H (-1.62, -0.68, 1.38)  0.231
C (0.01, 0.55, -0.42)  -0.386
S (0.92, 1.80, -0.39)  0.047
H (3.07, -1.91, 0.10)  0.262
H (-1.61, 1.82, -0.40)  0.252
H (2.84, -0.56, -1.40)  0.253
S (0.62, -1.01, -0.28)  0.346
H (2.73, -0.19, 0.48)  0.241
C (-2.25, 0.03, 0.83)  -0.491
C (-1.43, 0.80, -0.20)  -0.362
C (2.49, -0.95, -0.32)  -0.777

=====

Entry 3:
Entry from OMol25: an isolated molecule of C4H6Si2 at a distorted geometry (ωB97M-V with the def2-TZVPD basis set).

Summary:
DFT total energy in eV: -19993.96578
Multiplicity: 1
Energy relative to the best compared isomer or geometry (same formula, charge and spin) in kJ/mol: 195.05
Gap between HOMO and LUMO in Eh: 0.2701

Last column: natural (NBO) charge in e.
Positions of all 12 atoms, in Å:
Si (-1.01, 0.45, 0.97)  1.148
C (0.52, 0.31, -0.41)  -0.559
C (1.22, 1.11, -1.27)  -0.635
Si (2.83, 0.91, -2.77)  0.761
H (0.91, -0.74, -0.20)  0.194
H (-1.42, 1.98, 1.02)  -0.140
C (-1.19, -1.05, 1.98)  -0.551
C (-2.11, -1.04, 1.02)  -0.533
H (2.72, -0.57, -2.64)  -0.306
H (-0.82, -1.64, 2.78)  0.219
H (1.05, 2.21, -1.23)  0.178
H (-2.69, -1.94, 0.74)  0.226

=====

Entry 4:
Entry from OMol25: a cluster of 36 separate species, C4H75NO39 in total at a distorted geometry (ωB97M-V with the def2-TZVPD basis set).

Summary:
DFT total energy in eV: -86702.55987
Multiplicity: 1
Gap between HOMO and LUMO in Eh: 0.3282

Last column: Mulliken charge in e.
Positions of all 119 atoms, in Å:
H (6.90, -4.20, 0.36)  0.388
H (-1.22, 2.96, 4.53)  0.248
H (-2.87, -3.65, -0.31)  0.249
H (-0.36, 0.11, 8.73)  0.299
H (-2.44, 0.01, -5.68)  0.300
H (-0.83, 0.53, 5.10)  0.295
H (-1.91, 4.17, -1.21)  0.321
H (1.63, -4.50, 1.84)  0.301
O (-3.67, 2.79, -4.36)  -0.547
H (-8.32, 2.43, 4.52)  0.303
O (-4.57, 0.12, -6.06)  -0.592
H (9.13, -4.36, -2.81)  0.308
H (0.60, 0.71, 4.62)  0.319
H (-4.38, 3.40, -4.12)  0.268
O (-2.26, -0.64, 3.68)  -0.608
O (0.08, 0.42, 5.39)  -0.596
H (4.57, -0.98, 0.54)  0.301
H (8.22, -5.47, -3.33)  0.286
H (-3.13, 2.73, -3.56)  0.274
H (-1.97, 0.03, -0.98)  0.221
H (0.98, -4.94, 3.15)  0.295
H (7.10, -3.13, 2.10)  0.248
O (-2.42, 0.70, -0.40)  -0.112
O (-1.95, -3.63, -0.05)  -0.504
H (1.14, -5.13, 5.43)  0.318
H (-1.73, 4.24, 3.89)  0.279
H (-0.98, 0.01, -3.42)  0.315
O (1.28, -5.92, 4.89)  -0.649
H (1.33, 4.34, -1.46)  0.313
O (-8.05, 3.24, 4.07)  -0.630
H (10.22, -2.54, 1.25)  0.306
O (-6.48, 2.44, 1.67)  -0.727
H (2.64, -2.03, -2.37)  0.350
H (-1.72, -0.94, 2.93)  0.144
H (-1.95, 1.26, 2.69)  0.316
H (10.07, -3.94, 1.83)  0.282
H (0.07, -2.78, 1.20)  0.211
O (-1.07, 4.72, 0.76)  -0.639
H (3.67, -2.10, 0.02)  0.069
H (-3.16, 4.84, -1.77)  0.222
O (-3.72, -5.91, 0.64)  -0.590
H (2.15, 4.86, -2.64)  0.315
O (6.54, -2.82, 2.83)  -0.636
H (-1.00, 0.17, -6.15)  0.284
H (1.16, -6.65, 5.51)  0.300
O (-0.10, 0.92, 8.29)  -0.618
H (-0.09, 6.41, -4.26)  0.324
H (-4.42, 0.26, 0.48)  0.477
O (0.83, -4.38, 2.37)  -0.569
H (-7.81, -0.02, -4.96)  0.255
H (2.70, -0.04, 4.64)  0.286
H (-4.17, 6.14, 4.14)  0.276
O (2.03, 1.13, 0.13)  -0.425
H (-4.11, 4.72, 4.68)  0.307
H (-7.51, 2.93, 3.33)  0.384
O (0.53, 2.47, -3.95)  -0.604
O (-5.31, -0.11, 0.56)  -0.770
H (0.57, -2.98, -3.24)  0.310
O (11.28, -2.79, -1.28)  -0.636
H (-1.84, 2.38, 1.19)  0.291
O (-5.15, 4.96, -1.06)  -0.604
H (4.45, -4.59, 0.01)  0.330
O (-0.54, -0.14, -2.57)  -0.486
H (10.73, -3.45, -0.83)  0.316
O (0.36, 5.97, -4.99)  -0.639
H (1.07, 2.41, -3.14)  0.262
H (-6.06, 1.60, 1.42)  0.377
O (-7.27, 0.65, -5.40)  -0.550
H (-6.00, 5.40, -1.12)  0.278
O (7.19, -3.39, -0.09)  -0.453
O (1.12, -2.32, -3.69)  -0.687
O (-2.20, 0.30, 0.85)  -0.299
O (-1.53, -0.11, -5.39)  -0.571
O (8.25, -4.75, -2.69)  -0.586
H (-1.74, -4.56, 0.13)  0.277
H (-0.14, 0.72, -2.37)  0.213
O (9.58, -3.26, 1.35)  -0.558
H (0.30, 5.03, -4.76)  0.313
C (-1.52, 1.36, 1.61)  -0.500
H (5.27, -3.85, 1.07)  0.292
H (-5.29, -0.60, 1.39)  0.330
O (-1.74, 3.28, 3.78)  -0.516
H (-0.18, 3.08, -3.71)  0.290
H (-3.51, -6.84, 0.82)  0.295
H (6.26, -3.62, 3.27)  0.317
O (3.55, -2.13, -2.05)  -0.537
H (-0.66, 3.88, 0.51)  0.128
H (4.09, -1.86, -2.81)  0.254
H (3.43, -0.52, 3.38)  0.246
O (-2.45, 4.23, -2.01)  -0.428
O (-8.92, 1.55, -7.42)  -0.657
H (-2.53, -1.46, 4.12)  0.264
H (2.44, 0.68, 0.92)  0.285
H (-5.35, 4.12, -0.61)  0.313
C (0.68, 1.56, 0.45)  0.500
H (0.53, -1.56, -3.80)  0.310
C (0.11, -0.37, 1.79)  -0.082
O (2.67, 0.01, 3.67)  -0.520
H (10.69, -2.04, -1.40)  0.324
O (4.87, -4.71, 0.88)  -0.628
O (1.61, 5.16, -1.90)  -0.638
H (-8.05, 1.94, -7.55)  0.328
H (-8.97, 0.84, -8.07)  0.319
O (0.14, 2.33, -0.46)  -0.405
H (-5.74, 2.98, 1.96)  0.320
H (-0.34, 5.26, 1.06)  0.275
H (7.08, -1.16, 0.97)  0.294
O (6.60, -0.47, 0.48)  -0.636
H (-5.16, 0.88, -6.15)  0.285
O (-3.58, 5.39, 4.23)  -0.583
H (-5.12, -0.55, -5.61)  0.267
H (0.44, 0.62, 7.54)  0.310
H (-4.65, -5.93, 0.38)  0.302
O (3.70, -1.37, 0.66)  -0.255
H (-7.86, 1.41, -5.50)  0.304
H (7.24, 0.24, 0.38)  0.270
N (-0.04, 1.13, 1.70)  0.556
H (7.75, -3.71, -0.81)  0.131
C (0.17, -1.68, 1.57)  -0.362

=====

Entry 5:
Entry from OMol25: a structure of composition C4H7AlN at a distorted geometry (ωB97M-V with the def2-TZVPD basis set).

Summary:
Net charge: +4
DFT total energy in eV: -12282.42315
Multiplicity: 2
Energy relative to the best compared isomer or geometry (same formula, charge and spin) in kJ/mol: 0.00
Gap between HOMO and LUMO (spin up / spin down) in Eh: 0.2517 / 0.2173

Last column: natural (NBO) charge in e.
Positions of all 13 atoms, in Å:
C (1.12, 0.91, -0.79)  -0.430
H (0.27, 1.59, -0.68)  0.397
N (-2.14, 0.38, 0.92)  -0.159
H (-0.17, -2.02, 0.54)  0.419
C (-1.18, -0.19, 0.76)  0.515
Al (-4.72, 1.20, 2.17)  1.962
H (0.74, -0.75, 1.33)  0.478
C (0.73, -0.53, -0.76)  -0.348
H (1.69, -1.06, -0.82)  0.412
C (0.04, -0.95, 0.52)  -0.480
H (0.13, -0.88, -1.60)  0.410
H (1.79, 1.03, 0.06)  0.344
H (1.69, 1.27, -1.65)  0.480

=====

Entry 6:
Entry from OMol25: a cluster of 2 separate species, C4H7BN2O in total at a distorted geometry (ωB97M-V with the def2-TZVPD basis set).

Summary:
DFT total energy in eV: -9962.19365
Multiplicity: 1
Energy relative to the best compared isomer or geometry (same formula, charge and spin) in kJ/mol: 378.83
Gap between HOMO and LUMO (spin up / spin down) in Eh: 0.3091 / 0.3091

Last column: natural (NBO) charge in e.
Positions of all 15 atoms, in Å:
H (2.63, -0.84, 1.08)  0.293
H (2.53, 1.95, 0.13)  0.432
H (2.99, -1.24, -0.48)  0.263
H (-0.94, 2.05, 0.04)  0.248
H (-1.56, -2.06, -0.35)  0.201
N (-2.55, 0.75, 0.06)  -0.328
N (-2.78, -0.55, -0.10)  -0.253
H (-3.40, 1.43, -0.04)  0.426
O (1.57, 2.02, 0.31)  -1.066
C (-0.56, -0.07, -0.31)  -0.656
H (1.77, -2.16, 0.12)  0.251
C (-1.26, 1.09, 0.02)  0.098
C (2.18, -1.12, 0.11)  -1.107
B (1.00, -0.19, -0.29)  1.186
C (-1.60, -1.06, -0.31)  0.013

=====

Entry 7:
Entry from OMol25: an isolated molecule of C4H7BN4O2 at a distorted geometry (ωB97M-V with the def2-TZVPD basis set).

Summary:
DFT total energy in eV: -14989.84478
Multiplicity: 1
Energy relative to the best compared isomer or geometry (same formula, charge and spin) in kJ/mol: 448.82
Gap between HOMO and LUMO in Eh: 0.3333

Last column: natural (NBO) charge in e.
Positions of all 18 atoms, in Å:
H (-2.40, 1.92, 0.80)  0.233
H (-0.90, 0.30, -1.58)  0.185
H (-1.40, -3.17, -0.11)  0.505
N (2.73, 0.66, -0.14)  -0.172
H (-2.72, 2.61, -0.92)  0.217
C (-1.93, 2.01, -0.29)  -0.657
H (-0.87, 2.51, -0.24)  0.231
H (-2.79, 0.23, -1.59)  0.198
N (2.90, -1.19, 1.72)  -0.169
B (-0.52, -1.29, 0.06)  1.204
C (1.05, -0.79, 0.42)  0.002
O (-0.61, -2.67, -0.51)  -0.923
C (3.38, -0.12, 0.88)  0.127
O (-1.72, -0.44, 0.25)  -0.784
C (-1.87, 0.49, -0.91)  -0.073
N (1.50, 0.30, -0.38)  -0.182
H (4.52, 0.18, 1.08)  0.217
N (1.67, -1.54, 1.47)  -0.160